{
  "formula": "C61H152Hg2N13O18",
  "method": "ωB97M-V with the def2-TZVPD basis set",
  "elements": ["Hg", "Hg", "C", "C", "C", "O", "H", "H", "H", "H", "H", "H", "H", "C", "C", "C", "O", "C", "C", "C", "O", "O", "O", "H", "H", "C", "C", "C", "O", "C", "N", "H", "H", "H", "H", "H", "H", "H", "H", "H", "H", "H", "C", "C", "C", "O", "C", "N", "H", "H", "H", "H", "H", "H", "H", "H", "H", "H", "H", "C", "C", "C", "O", "C", "N", "H", "H", "H", "H", "H", "H", "H", "H", "H", "H", "H", "C", "C", "C", "O", "C", "N", "H", "H", "H", "H", "H", "H", "H", "H", "H", "H", "H", "C", "C", "C", "O", "C", "N", "H", "H", "H", "H", "H", "H", "H", "H", "H", "H", "H", "C", "C", "C", "O", "C", "N", "H", "H", "H", "H", "H", "H", "H", "H", "H", "H", "H", "C", "C", "C", "O", "C", "N", "H", "H", "H", "H", "H", "H", "H", "H", "H", "H", "H", "C", "C", "C", "O", "C", "N", "H", "H", "H", "H", "H", "H", "H", "H", "H", "H", "H", "C", "C", "C", "O", "C", "N", "H", "H", "H", "H", "H", "H", "H", "H", "H", "H", "H", "C", "C", "C", "O", "C", "N", "H", "H", "H", "H", "H", "H", "H", "H", "H", "H", "H", "C", "C", "C", "O", "C", "N", "H", "H", "H", "H", "H", "H", "H", "H", "H", "H", "H", "C", "C", "C", "O", "C", "N", "H", "H", "H", "H", "H", "H", "H", "H", "H", "H", "H", "C", "C", "C", "O", "C", "N", "H", "H", "H", "H", "H", "H", "H", "H", "H", "H", "H"],
  "coordinates": [[0.714, -28.956, 5.303], [-0.970, -19.974, 15.086], [-4.098, -30.965, 7.647], [-3.390, -32.212, 7.280], [-4.306, -33.058, 6.504], [-2.195, -31.917, 6.570], [-4.394, -30.398, 6.765], [-3.413, -30.411, 8.288], [-4.993, -31.138, 8.245], [-3.134, -32.754, 8.191], [-5.237, -33.287, 7.022], [-3.783, -33.994, 6.309], [-4.512, -32.711, 5.492], [-1.138, -23.542, 9.514], [-0.910, -23.108, 10.894], [-0.103, -24.077, 11.914], [-0.118, -23.773, 13.129], [0.500, -25.251, 11.347], [0.196, -25.676, 10.100], [-0.639, -24.755, 9.166], [-0.831, -25.066, 7.901], [0.680, -26.783, 9.670], [-1.214, -22.017, 11.376], [-1.709, -22.926, 8.835], [1.126, -25.793, 12.040], [-5.742, -17.287, 6.447], [-5.486, -16.352, 7.622], [-6.491, -15.229, 7.695], [-6.319, -14.298, 6.598], [-7.430, -13.475, 6.315], [-5.465, -17.124, 8.788], [-5.084, -18.155, 6.411], [-5.670, -16.737, 5.509], [-6.722, -17.765, 6.472], [-4.495, -15.910, 7.518], [-6.349, -14.707, 8.641], [-7.442, -15.756, 7.619], [-7.617, -12.702, 7.060], [-8.361, -14.020, 6.162], [-7.310, -13.032, 5.326], [-4.545, -17.493, 8.984], [-5.973, -17.960, 8.536], [-2.369, -21.709, 1.241], [-3.863, -22.119, 0.992], [-4.289, -22.161, -0.489], [-3.973, -20.883, -1.091], [-4.225, -20.879, -2.535], [-4.022, -23.265, 1.797], [-2.092, -21.712, 2.296], [-2.010, -20.796, 0.766], [-1.700, -22.482, 0.863], [-4.535, -21.402, 1.464], [-5.328, -22.443, -0.660], [-3.702, -22.975, -0.914], [-5.304, -20.788, -2.656], [-3.953, -21.861, -2.922], [-3.779, -20.037, -3.063], [-3.582, -23.121, 2.695], [-5.008, -23.371, 1.990], [3.693, -25.239, 1.726], [2.852, -26.542, 2.043], [3.241, -27.881, 1.350], [2.375, -28.921, 1.800], [2.524, -30.148, 1.056], [3.154, -26.785, 3.452], [3.457, -24.883, 0.723], [4.752, -25.471, 1.837], [3.448, -24.444, 2.431], [1.781, -26.401, 1.904], [4.282, -28.150, 1.531], [3.060, -27.616, 0.309], [3.476, -30.621, 1.295], [2.530, -30.046, -0.029], [1.730, -30.876, 1.221], [4.139, -26.660, 3.637], [2.929, -25.962, 3.993], [-7.791, -24.957, 7.206], [-7.726, -23.507, 6.720], [-8.765, -23.299, 5.607], [-8.402, -24.043, 4.467], [-9.403, -24.117, 3.427], [-8.029, -22.649, 7.904], [-7.244, -25.164, 8.126], [-7.396, -25.649, 6.463], [-8.839, -25.219, 7.353], [-6.793, -23.180, 6.263], [-8.822, -22.268, 5.259], [-9.740, -23.543, 6.027], [-10.354, -24.447, 3.844], [-9.141, -24.808, 2.625], [-9.526, -23.152, 2.937], [-9.034, -22.691, 8.004], [-7.719, -23.052, 8.776], [-5.026, -29.817, 1.438], [-3.490, -29.846, 1.296], [-3.085, -29.425, -0.148], [-3.615, -30.151, -1.197], [-3.062, -31.395, -1.442], [-3.014, -28.831, 2.250], [-5.465, -28.828, 1.312], [-5.281, -29.978, 2.485], [-5.666, -30.506, 0.887], [-3.100, -30.849, 1.473], [-2.002, -29.404, -0.276], [-3.364, -28.393, -0.359], [-3.531, -31.718, -2.371], [-3.285, -32.054, -0.603], [-1.984, -31.355, -1.600], [-3.327, -27.906, 1.993], [-3.578, -29.078, 3.050], [5.061, -27.279, 16.882], [5.214, -25.896, 17.519], [6.625, -25.648, 18.110], [6.739, -26.430, 19.291], [7.995, -26.092, 19.955], [5.022, -24.980, 16.441], [5.800, -27.410, 16.092], [4.095, -27.551, 16.458], [5.340, -27.980, 17.669], [4.410, -25.661, 18.216], [6.663, -24.583, 18.340], [7.393, -25.870, 17.369], [8.099, -25.058, 20.285], [8.856, -26.267, 19.309], [8.058, -26.695, 20.861], [5.651, -25.197, 15.681], [4.100, -24.983, 16.028], [6.516, -30.788, 7.238], [6.024, -31.747, 6.143], [6.683, -33.088, 6.304], [8.053, -33.087, 5.956], [8.713, -34.217, 6.502], [4.615, -31.835, 6.301], [7.584, -30.578, 7.188], [6.222, -31.196, 8.205], [6.053, -29.822, 7.034], [6.279, -31.396, 5.143], [6.172, -33.838, 5.700], [6.505, -33.387, 7.337], [9.781, -34.036, 6.390], [8.589, -35.077, 5.844], [8.625, -34.328, 7.583], [4.312, -32.658, 5.801], [4.500, -32.136, 7.258], [1.308, -17.914, 7.291], [2.013, -18.713, 6.323], [3.383, -18.075, 5.869], [3.254, -16.719, 5.377], [2.182, -16.575, 4.383], [2.301, -20.013, 6.885], [1.888, -17.932, 8.213], [0.322, -18.201, 7.656], [1.299, -16.866, 6.990], [1.456, -18.825, 5.393], [3.742, -18.838, 5.179], [4.114, -18.146, 6.674], [2.248, -15.589, 3.922], [1.152, -16.655, 4.732], [2.257, -17.325, 3.595], [2.847, -20.015, 7.735], [1.410, -20.424, 7.121], [3.761, -19.208, 12.939], [3.239, -18.372, 14.184], [2.393, -17.092, 13.861], [1.027, -17.497, 13.452], [0.287, -16.386, 12.889], [2.681, -19.342, 15.155], [4.275, -18.587, 12.205], [2.907, -19.663, 12.437], [4.591, -19.903, 13.071], [4.081, -17.878, 14.670], [2.866, -16.528, 13.057], [2.318, -16.492, 14.768], [0.728, -15.932, 12.001], [0.191, -15.533, 13.561], [-0.732, -16.672, 12.629], [3.280, -20.154, 15.177], [2.754, -19.015, 16.108], [2.370, -32.498, 13.323], [1.613, -33.606, 12.591], [0.253, -33.929, 13.281], [0.364, -34.437, 14.587], [-0.879, -34.484, 15.338], [1.387, -33.093, 11.256], [2.485, -32.667, 14.394], [1.905, -31.557, 13.031], [3.414, -32.462, 13.012], [2.151, -34.553, 12.583], [-0.254, -34.693, 12.693], [-0.354, -33.023, 13.286], [-1.646, -35.132, 14.913], [-1.317, -33.488, 15.288], [-0.742, -34.764, 16.383], [0.625, -33.596, 10.825], [0.980, -32.178, 11.385], [-5.466, -21.787, 15.186], [-5.265, -20.675, 16.276], [-4.624, -21.308, 17.583], [-3.408, -21.825, 17.131], [-2.585, -22.263, 18.227], [-4.443, -19.614, 15.675], [-6.309, -22.447, 15.394], [-4.615, -22.376, 14.847], [-5.821, -21.333, 14.260], [-6.244, -20.281, 16.549], [-5.175, -22.190, 17.909], [-4.432, -20.529, 18.320], [-2.440, -21.480, 18.972], [-1.651, -22.590, 17.770], [-3.024, -23.102, 18.767], [-5.043, -19.139, 15.016], [-4.391, -18.880, 16.367], [7.901, -22.352, 8.610], [7.320, -23.777, 8.397], [6.503, -24.289, 9.624], [7.211, -24.529, 10.848], [8.054, -25.610, 10.880], [6.557, -23.736, 7.197], [8.308, -21.825, 7.747], [8.705, -22.527, 9.325], [7.101, -21.813, 9.119], [8.151, -24.448, 8.178], [6.042, -25.248, 9.388], [5.657, -23.660, 9.901], [8.791, -25.422, 10.100], [7.535, -26.550, 10.697], [8.649, -25.623, 11.793], [7.183, -23.623, 6.412], [5.989, -22.906, 7.295], [-4.097, -28.256, 14.339], [-4.170, -28.435, 15.831], [-2.768, -28.461, 16.380], [-2.713, -28.838, 17.775], [-1.475, -28.715, 18.358], [-4.856, -27.319, 16.390], [-3.370, -27.492, 14.063], [-5.024, -28.071, 13.796], [-3.728, -29.225, 14.005], [-4.768, -29.298, 16.123], [-2.309, -27.489, 16.202], [-2.078, -29.105, 15.835], [-1.531, -29.221, 19.322], [-1.228, -27.658, 18.459], [-0.653, -29.175, 17.810], [-4.791, -27.539, 17.374], [-4.373, -26.434, 16.332]],
  "forces_ev_per_a": [[0.0, 0.0, -0.2], [0.0, 0.0, 0.0], [-0.2, 2.8, 1.0], [2.9, -1.3, -1.0], [-0.4, -1.8, -2.0], [-2.2, -0.1, 1.3], [0.2, 0.0, 0.0], [-0.2, 0.5, -0.2], [0.1, -0.6, -0.1], [0.4, 0.3, 0.5], [0.1, 0.2, 0.1], [-0.1, -0.3, 0.2], [-0.2, 0.5, 0.1], [-0.1, 1.8, 2.9], [0.7, 1.6, 2.2], [-1.7, 1.7, 1.9], [0.4, -1.0, -3.4], [0.0, 1.6, 3.2], [0.8, -3.4, -4.4], [0.3, -3.6, -5.7], [1.0, 0.2, 4.4], [-1.7, 3.1, 0.7], [0.1, -1.7, -1.4], [-0.1, -0.1, -0.1], [0.3, -0.3, -0.3], [0.0, 0.3, -1.1], [1.3, 0.5, -2.2], [0.0, 0.5, -0.7], [-0.1, -0.8, 0.4], [-0.4, -0.2, -0.4], [-0.5, -1.5, 2.2], [0.5, 0.3, 0.1], [0.0, -0.2, -0.2], [-0.4, 0.4, 0.3], [0.1, 0.3, -0.3], [-0.3, 0.0, 0.1], [-0.6, 0.5, 0.2], [0.2, 0.1, 0.1], [-0.1, -0.5, 0.5], [0.6, 0.3, 0.2], [0.2, 0.3, 0.1], [-0.4, -0.3, 0.7], [0.0, -0.2, -1.0], [0.9, 3.0, 0.6], [1.3, 0.0, 0.0], [0.0, -0.7, -0.6], [-0.9, -0.7, 1.6], [-0.9, -2.6, 0.1], [-0.5, 0.4, 0.2], [-0.5, 0.1, 0.1], [-0.2, -0.4, -0.4], [0.3, 1.1, -0.3], [-0.3, 0.2, 0.3], [0.3, 0.0, -0.6], [-0.2, 0.0, -0.2], [0.4, 0.2, -0.4], [0.4, -0.2, 0.5], [0.1, 0.0, 0.0], [-0.2, -0.4, 0.1], [-1.0, -1.3, -1.0], [1.8, -0.1, 1.3], [-0.9, 1.2, -0.3], [-0.2, -0.4, -0.8], [0.5, 0.2, -0.1], [-0.7, 0.4, 1.7], [0.3, 0.2, -0.1], [0.0, 0.0, -0.2], [-0.2, -0.2, 0.0], [0.0, 0.1, 0.1], [0.2, 0.1, -0.1], [0.3, -0.8, -0.6], [0.1, -0.1, 0.2], [0.0, 0.7, -0.2], [-0.2, 0.5, 0.7], [0.8, -1.0, -0.6], [-1.2, 0.3, 0.2], [0.4, -0.5, -1.0], [-0.3, -0.1, 0.8], [0.1, 0.7, -0.1], [-0.2, -1.2, -0.7], [0.2, 0.4, 0.7], [-0.5, 0.4, -1.1], [0.0, 0.4, 0.1], [0.0, -0.1, -0.1], [-0.1, 0.0, 0.2], [0.4, -0.4, 0.4], [0.1, 0.5, 0.5], [-0.4, -0.4, -0.2], [-0.1, 0.1, 0.1], [0.5, -0.2, 0.4], [-0.1, 0.3, 0.2], [-0.4, 0.4, 0.1], [0.5, -0.3, -0.2], [-0.7, -0.4, 0.5], [-1.4, 1.4, -1.8], [0.8, 0.6, 0.5], [-1.1, 0.5, -0.4], [-0.1, -0.3, -0.1], [0.7, -1.2, 0.3], [0.4, 0.3, -0.6], [0.1, -0.5, 0.3], [0.5, -0.2, -0.4], [0.2, 0.2, 0.5], [0.5, -0.2, 0.5], [-0.4, 0.2, 0.4], [0.1, -0.4, 0.2], [0.1, -0.5, -0.1], [0.3, 0.1, 0.1], [-0.1, 0.1, -0.4], [0.3, 0.4, 0.7], [0.9, -0.9, 1.6], [-0.2, -0.6, -1.4], [-1.9, -0.2, 0.4], [1.8, 1.0, 0.2], [-0.7, -0.6, 0.0], [0.3, 2.2, -1.1], [0.1, 0.2, -0.1], [-0.2, 0.4, 0.3], [-0.2, -0.6, -0.1], [0.3, -0.3, 0.5], [0.2, 0.2, 0.1], [0.2, -0.2, -0.1], [-0.6, 0.3, -0.2], [0.0, -0.4, -0.2], [0.0, -0.2, -0.2], [0.2, 0.0, -0.1], [-0.2, -0.2, 0.3], [0.2, 0.4, -1.2], [1.9, 0.7, 0.1], [0.0, -0.6, -0.2], [-0.3, 0.1, 0.9], [1.7, 0.7, -0.9], [-1.1, -0.6, 0.1], [0.1, -0.5, 0.2], [0.1, 0.2, 0.1], [-0.3, 0.0, 0.4], [0.0, 0.4, -0.1], [-0.2, -0.2, -0.3], [0.3, -0.2, 0.4], [0.2, 0.3, -0.1], [-0.7, -0.5, 0.6], [-0.8, -0.4, -0.1], [-0.4, -0.1, -0.5], [-0.5, 0.2, 0.5], [-0.5, 2.5, 2.1], [1.9, -0.3, -0.9], [-1.5, -0.4, 0.1], [-1.1, -1.1, -0.5], [0.8, -0.1, 0.1], [-0.1, -1.4, -0.8], [0.3, 0.2, 0.2], [-0.2, -0.3, -0.7], [-0.3, 0.1, 0.1], [-0.2, -0.4, 0.0], [0.2, 0.5, -0.9], [-0.1, 0.8, 0.3], [0.4, 0.0, 0.2], [0.1, -0.1, 0.7], [0.4, -0.1, -0.1], [0.1, 0.5, 0.1], [0.0, -0.4, 0.1], [-0.4, 1.5, 0.0], [1.1, -0.3, -0.4], [-1.8, -2.4, -0.3], [0.7, 1.5, -0.4], [0.3, -0.1, 0.4], [-0.3, 0.3, -0.3], [-0.5, 0.7, -0.1], [0.1, -0.2, 0.1], [-0.5, -0.5, 1.0], [0.7, -0.1, -0.2], [0.1, 0.0, 0.0], [0.0, 0.2, 0.0], [0.4, -0.5, -0.3], [0.1, -0.1, 0.6], [0.2, -0.5, 0.1], [0.0, -0.2, -0.4], [-0.3, 0.5, 0.1], [0.8, -0.8, 0.1], [-0.6, 0.0, 1.5], [0.0, -0.1, 0.0], [-0.1, -0.4, 1.2], [0.3, 0.8, -1.0], [-0.4, -0.2, -0.4], [-0.7, 0.2, 0.1], [0.0, 0.2, 0.6], [0.0, 0.1, -0.5], [0.3, 0.1, -0.2], [-0.2, 0.0, -0.5], [-0.2, 0.3, 0.0], [0.3, -0.4, -0.3], [-0.1, 0.3, 0.3], [0.6, 0.0, -0.3], [0.0, -0.5, -0.4], [0.1, 0.5, -0.1], [-0.8, 0.6, -0.3], [0.2, -1.9, -0.1], [0.1, 0.5, -2.6], [1.6, -0.4, 1.0], [-0.4, 0.0, -0.9], [-0.3, 0.2, 0.7], [0.2, -0.2, 0.6], [0.3, 0.2, 0.7], [0.1, 0.5, -0.1], [-0.3, -0.1, 0.1], [-0.8, 0.5, 0.5], [-0.4, -0.1, 0.4], [0.2, 0.3, -0.1], [0.1, 0.2, 0.3], [-0.3, -0.3, -0.1], [-0.1, -0.2, -0.7], [0.6, 0.2, 0.5], [0.2, -1.4, 1.8], [1.4, 0.9, 0.3], [0.3, -1.1, 0.1], [-1.2, 2.1, 0.4], [1.3, -0.1, -1.1], [-1.6, -0.7, -0.4], [-0.3, -0.3, -0.1], [0.2, 0.7, 0.3], [0.2, 0.6, -0.1], [0.0, -0.3, 0.4], [-0.1, -0.2, -0.7], [0.2, 0.5, -0.2], [0.4, -0.7, -0.3], [0.0, -0.2, 0.1], [-0.5, 0.0, 0.3], [-0.1, 0.2, -0.1], [-0.3, 0.1, -0.7], [0.5, -1.3, -0.6], [0.1, 1.0, -0.5], [1.4, -1.0, 0.7], [-1.7, 0.0, -1.7], [0.7, 0.3, 0.5], [-1.3, 0.5, 1.7], [0.0, 0.1, 0.0], [-0.2, 0.1, 0.5], [0.2, 0.1, -0.7], [0.3, -0.3, -0.2], [-0.2, 0.6, 0.4], [-0.1, -0.7, -0.2], [0.1, 0.3, 0.1], [0.2, 0.2, 0.4], [0.0, -0.3, -0.4], [-0.6, 0.5, 0.6], [0.4, 0.1, -0.5]],
  "mol_weight_da": 1757.14,
  "e_lumo_ev": -8.2,
  "gap_ev": 1.0,
  "fmax_ev_per_a": 6.754,
  "total_charge": 1
}